No. 1
# C35H42F15N2O14PS

6 unconnected molecules or ions with the total composition C35H42F15N2O14PS at a distorted geometry (ωB97M-V with the def2-TZVPD basis set, the OMol25 dataset).

Positions of all 110 atoms, in Å:
1 C 3.17 -1.72 0.73
2 C 2.32 -1.55 -0.27
3 C 1.24 -1.62 -1.45
4 C 1.62 -2.25 -2.88
5 C 3.05 -2.88 -3.28
6 O 4.20 -2.22 -2.68
7 C 4.75 -3.24 -1.76
8 C 0.49 -2.28 -3.96
9 C -1.01 -1.75 -3.72
10 N -1.93 -1.91 -4.84
11 C -3.23 -1.43 -4.44
12 C -3.61 -0.78 -3.06
13 C -5.13 -0.27 -2.78
14 S -5.54 -0.49 -0.96
15 C -6.76 -1.89 -0.75
16 C -6.32 -2.94 0.42
17 N -2.66 -0.63 -1.98
18 C -1.35 -1.14 -2.32
19 C -0.22 -1.05 -1.17
20 P -0.50 -0.29 0.54
21 O -1.94 0.17 0.82
22 O 0.50 1.13 0.61
23 O -0.01 -1.31 1.84
24 H 3.84 -1.90 1.64
25 H 2.99 -4.01 -3.11
26 H 3.15 -2.73 -4.43
27 H 5.35 -4.02 -2.36
28 H 3.91 -3.77 -1.15
29 H 5.45 -2.78 -0.96
30 H 0.75 -2.73 -5.00
31 H -4.08 -1.52 -5.23
32 H -5.86 -0.93 -3.38
33 H -5.24 0.83 -3.13
34 H -7.76 -1.43 -0.40
35 H -6.95 -2.47 -1.73
36 H -5.19 -3.12 0.30
37 H -6.96 -3.89 0.31
38 H -6.53 -2.50 1.48
39 H 1.16 1.00 -0.13
40 H 0.66 -0.76 2.34
41 C -2.40 -3.04 -8.02
42 C -2.56 -3.21 -9.52
43 O -3.94 -3.14 -9.90
44 C -4.46 -1.90 -10.02
45 O -3.84 -0.88 -9.83
46 C -5.92 -1.97 -10.48
47 F -6.63 -2.90 -9.79
48 F -6.02 -2.30 -11.79
49 F -6.57 -0.80 -10.33
50 H -3.02 -3.77 -7.49
51 H -1.36 -3.17 -7.72
52 H -2.73 -2.05 -7.70
53 H -2.20 -4.20 -9.82
54 H -1.96 -2.48 -10.07
55 C 4.68 -2.78 7.61
56 C 6.09 -2.71 7.04
57 O 6.22 -3.61 5.93
58 C 5.77 -3.15 4.74
59 O 5.26 -2.06 4.58
60 C 6.02 -4.17 3.63
61 F 5.69 -5.43 4.00
62 F 7.33 -4.21 3.28
63 F 5.33 -3.91 2.50
64 H 4.41 -3.80 7.86
65 H 4.59 -2.16 8.50
66 H 3.95 -2.42 6.87
67 H 6.80 -3.05 7.80
68 H 6.37 -1.69 6.77
69 C 1.24 1.43 4.26
70 C 0.64 0.46 5.25
71 O 1.52 0.28 6.37
72 C 1.47 1.23 7.33
73 O 0.74 2.20 7.29
74 C 2.41 0.88 8.48
75 F 3.63 0.47 8.04
76 F 1.93 -0.12 9.25
77 F 2.64 1.92 9.31
78 H 2.24 1.11 3.96
79 H 0.61 1.51 3.36
80 H 1.34 2.43 4.69
81 H 0.53 -0.53 4.78
82 H -0.35 0.77 5.58
83 C -0.08 4.96 -3.32
84 C 1.39 4.72 -3.57
85 O 1.69 3.31 -3.53
86 C 1.43 2.61 -4.66
87 O 0.96 3.10 -5.66
88 C 1.84 1.15 -4.49
89 F 1.44 0.63 -3.31
90 F 3.18 1.00 -4.54
91 F 1.33 0.35 -5.45
92 H -0.40 4.49 -2.39
93 H -0.30 6.03 -3.27
94 H -0.69 4.52 -4.12
95 H 1.98 5.19 -2.77
96 H 1.72 5.16 -4.51
97 C -0.96 5.10 7.39
98 C -2.19 5.86 6.95
99 O -1.84 6.94 6.07
100 C -1.63 6.60 4.77
101 O -1.72 5.47 4.34
102 C -1.31 7.83 3.94
103 F -0.41 8.65 4.54
104 F -2.41 8.59 3.71
105 F -0.80 7.53 2.73
106 H -0.22 5.78 7.83
107 H -1.22 4.33 8.12
108 H -0.47 4.61 6.54
109 H -2.67 6.32 7.82
110 H -2.93 5.20 6.49

Its HOMO energy is -8.480 eV. The value obtained for the HOMO-LUMO gap is 0.2527 hartree. For the LUMO energy, the calculation gives -1.60 eV.


No. 2
# C38H34F11IrN5PS

A molecular structure, C38H34F11IrN5PS (ωB97M-V with the def2-TZVPD basis set, the OMol25 dataset).

Positions of all 91 atoms, in Å:
1 Ir -1.99 -0.19 -0.33
2 C -4.19 1.54 0.95
3 N -2.81 1.05 1.15
4 C -1.86 2.20 1.22
5 C -1.53 2.67 -0.18
6 N -0.93 1.54 -0.91
7 C -0.72 1.68 -2.28
8 C -1.51 2.43 -3.16
9 F -2.52 3.21 -2.74
10 C -1.35 2.36 -4.53
11 F -2.17 3.04 -5.32
12 C -0.38 1.55 -5.08
13 F -0.26 1.44 -6.40
14 C 0.47 0.87 -4.23
15 F 1.41 0.13 -4.83
16 C 0.37 0.97 -2.85
17 F -0.95 -1.37 -1.55
18 C -2.76 0.22 2.40
19 C -3.21 -1.19 2.10
20 N -2.43 -1.66 0.94
21 C -2.10 -3.02 0.86
22 C -1.51 -3.71 1.93
23 F -1.29 -3.07 3.09
24 C -1.09 -5.02 1.84
25 F -0.50 -5.60 2.88
26 C -1.24 -5.71 0.64
27 F -0.82 -6.96 0.54
28 C -1.83 -5.07 -0.43
29 F -2.01 -5.72 -1.57
30 C -2.26 -3.76 -0.31
31 F -2.90 -3.23 -1.36
32 H -4.48 2.17 1.79
33 H -4.87 0.70 0.88
34 H -4.25 2.11 0.03
35 H -0.96 1.86 1.73
36 H -2.30 3.01 1.82
37 H -0.82 3.51 -0.11
38 H -2.44 3.06 -0.64
39 H -3.36 0.69 3.18
40 H -1.72 0.19 2.73
41 H -4.29 -1.22 1.88
42 H -3.06 -1.81 2.98
43 C 3.06 -0.19 -2.81
44 P 1.76 0.54 -1.78
45 C 2.50 2.13 -1.30
46 C 3.82 2.11 -0.83
47 C 4.44 3.28 -0.44
48 C 3.76 4.48 -0.50
49 C 2.46 4.52 -0.99
50 C 1.83 3.35 -1.39
51 C 1.62 -0.56 -0.38
52 C 1.13 -0.15 0.99
53 C 0.95 -1.30 1.92
54 C 1.31 -2.57 1.62
55 C 1.80 -2.88 0.33
56 C 1.90 -1.88 -0.64
57 H 3.89 -0.45 -2.15
58 H 3.39 0.54 -3.54
59 H 2.72 -1.08 -3.33
60 H 4.36 1.18 -0.76
61 H 5.46 3.24 -0.07
62 H 4.25 5.40 -0.19
63 H 1.93 5.46 -1.06
64 H 0.83 3.40 -1.78
65 H 0.15 0.34 0.83
66 H 0.57 -1.07 2.91
67 H 1.23 -3.35 2.37
68 H 2.06 -3.90 0.08
69 H 2.20 -2.19 -1.63
70 F 6.55 -1.03 4.35
71 C 5.45 -0.56 3.72
72 C 4.51 0.14 4.45
73 C 3.39 0.61 3.79
74 C 3.20 0.41 2.42
75 C 1.96 0.93 1.75
76 C 4.18 -0.31 1.73
77 C 5.31 -0.80 2.37
78 H 4.66 0.30 5.51
79 H 2.64 1.16 4.35
80 H 1.31 1.36 2.52
81 H 2.19 1.75 1.07
82 H 4.05 -0.52 0.68
83 H 6.06 -1.36 1.84
84 N -5.82 -0.37 -2.72
85 C -4.84 -0.57 -1.84
86 N -5.02 -1.42 -0.84
87 S -3.40 0.33 -2.04
88 H -6.65 -0.94 -2.73
89 H -5.68 0.27 -3.49
90 H -5.81 -2.04 -0.83
91 H -4.19 -1.68 -0.32

The spin multiplicity is 2. Its HOMO energy (spin up / spin down) is -9.856 / -10.118 eV. The value obtained for the HOMO-LUMO gap (spin up / spin down) is 0.2567 / 0.2427 hartree. Its energy above the lowest of the compared OMol25 structures with the same formula, charge and spin is 0.000 eV. For the LUMO energy (spin up / spin down), the calculation gives -2.87 / -3.51 eV. The expectation value of S² is 0.7880. Its charge is +1.


No. 3
# C22H49N4OP

3 unconnected molecules or ions with the total composition C22H49N4OP at a distorted geometry (ωB97M-V with the def2-TZVPD basis set, the OMol25 dataset).

Positions of all 77 atoms, in Å:
1 C -6.34 6.77 0.77
2 C -6.37 7.09 -0.62
3 C -5.92 7.13 -2.22
4 P -6.31 5.53 -3.18
5 C -7.62 4.44 -2.32
6 C -9.16 4.66 -2.84
7 C -10.04 3.36 -2.27
8 N -10.60 3.27 -0.86
9 O -10.25 2.27 -3.06
10 N -4.78 4.56 -3.12
11 C -4.63 3.85 -1.79
12 C -3.07 3.71 -1.26
13 C -2.03 3.08 -2.37
14 C -0.74 2.49 -1.49
15 H -6.49 6.76 1.93
16 H -4.76 7.34 -2.34
17 H -6.46 8.09 -2.67
18 H -7.54 4.61 -1.17
19 H -7.31 3.31 -2.53
20 H -9.58 5.60 -2.28
21 H -9.28 4.80 -4.00
22 H -11.61 2.95 -0.87
23 H -10.04 2.49 -0.40
24 H -3.95 5.18 -3.23
25 H -5.19 4.49 -0.95
26 H -5.19 2.81 -1.79
27 H -2.66 4.77 -0.94
28 H -3.11 3.00 -0.30
29 H -2.48 2.21 -3.02
30 H -1.58 3.91 -3.06
31 H -0.35 3.42 -0.86
32 H -1.07 1.68 -0.69
33 H 0.12 2.07 -2.19
34 C 2.26 -1.62 -1.97
35 C 2.98 -0.31 -1.69
36 N 2.74 0.22 -0.34
37 C 3.19 1.61 -0.18
38 C 4.68 1.89 -0.31
39 C 3.06 -0.67 0.77
40 C 4.49 -1.20 0.87
41 H 1.18 -1.53 -1.78
42 H 2.39 -1.90 -3.02
43 H 2.65 -2.44 -1.36
44 H 2.61 0.42 -2.43
45 H 4.05 -0.44 -1.89
46 H 2.84 1.99 0.79
47 H 2.66 2.22 -0.93
48 H 5.23 1.56 0.57
49 H 4.84 2.97 -0.39
50 H 5.12 1.43 -1.20
51 H 2.38 -1.53 0.73
52 H 2.80 -0.18 1.72
53 H 4.87 -1.55 -0.09
54 H 4.51 -2.05 1.57
55 H 5.17 -0.45 1.27
56 C 5.08 -6.16 5.56
57 C 4.81 -5.57 4.18
58 N 5.73 -6.06 3.14
59 C 5.66 -5.29 1.90
60 C 4.35 -5.31 1.12
61 C 5.79 -7.52 2.97
62 C 4.49 -8.25 2.64
63 H 6.12 -6.01 5.86
64 H 4.44 -5.67 6.30
65 H 4.85 -7.23 5.60
66 H 4.93 -4.49 4.27
67 H 3.76 -5.75 3.91
68 H 6.48 -5.60 1.23
69 H 5.89 -4.24 2.14
70 H 4.21 -6.26 0.60
71 H 4.37 -4.53 0.35
72 H 3.49 -5.12 1.75
73 H 6.20 -7.95 3.88
74 H 6.53 -7.76 2.20
75 H 3.66 -7.93 3.27
76 H 4.63 -9.32 2.81
77 H 4.21 -8.13 1.59

Its HOMO energy is -8.149 eV. The value obtained for the HOMO-LUMO gap is 0.3159 hartree. For the LUMO energy, the calculation gives 0.45 eV.


No. 4
# C4H6N2

2 unconnected molecules or ions with the total composition C4H6N2 at a distorted geometry (ωB97M-V with the def2-TZVPD basis set, the OMol25 dataset).

Positions of all 12 atoms, in Å:
1 C -0.32 -0.41 -0.05
2 C 1.01 0.00 0.25
3 C -2.88 -0.19 -0.15
4 C 2.26 0.64 -0.10
5 N 0.62 -1.43 0.25
6 N 0.19 -0.51 1.29
7 H -3.25 0.79 -0.44
8 H -2.41 -0.33 0.79
9 H -2.80 -0.91 -0.91
10 H 2.96 0.58 0.59
11 H 2.07 1.65 -0.40
12 H 2.54 0.14 -1.11

Its HOMO energy (spin up / spin down) is -9.785 / -9.389 eV. The value obtained for the HOMO-LUMO gap (spin up / spin down) is 0.3355 / 0.2845 hartree. Its energy above the lowest of the compared OMol25 structures with the same formula, charge and spin is 9.448 eV. For the LUMO energy (spin up / spin down), the calculation gives -0.66 / -1.65 eV.